[1]
21
Properties=species:S:1:pos:R:3:mulliken_charge:R:1 method="wB97M-V/def2-TZVPD" spin_multiplicity=1 e_above_lowest_kj_mol=0.0 total_charge=0
C -0.13967 -0.84706 0.28531 0.515
C 0.19002 1.47132 0.26430 0.528
C -0.69311 2.51830 0.03871 -0.430
C -0.44441 3.77772 0.57028 -0.467
C 0.65553 3.86193 1.39834 -0.251
C 1.25257 1.67418 1.14420 -0.165
C -0.27889 -2.02369 -0.54542 0.177
C -0.40014 -3.31084 -0.17306 -0.321
C -0.55789 -4.05905 -1.33813 -0.436
C -0.52775 -3.12642 -2.35771 -0.280
H -1.54902 2.36081 -0.59099 0.406
H -1.06197 4.59785 0.34418 0.429
H 0.90583 4.84001 1.86196 0.310
H 1.90842 0.85054 1.31042 0.423
H -0.22968 -3.64998 0.87345 0.407
H -0.73740 -5.11546 -1.47464 0.429
H -0.66396 -3.16745 -3.44888 0.411
N 1.51340 2.84111 1.67212 -0.581
O -0.12609 -0.91248 1.50106 -0.571
O 0.04473 0.27830 -0.40300 -0.230
O -0.35660 -1.89362 -1.88572 -0.303



[2]
12
Properties=species:S:1:pos:R:3:mulliken_charge:R:1 method="wB97M-V/def2-TZVPD" spin_multiplicity=1 e_above_lowest_kj_mol=54.1 total_charge=-1
C -0.47406 -1.12601 1.69195 -0.622
S -1.65695 0.20916 1.85271 -0.233
H -0.86553 -2.05118 1.28046 0.281
H 0.00630 -1.20733 2.66404 0.272
H 0.29719 -0.87185 0.95898 0.178
C 0.83829 1.25468 -1.11812 -0.386
S 1.63895 -0.11848 -1.94286 -0.208
S 0.14792 -0.82232 -3.12515 -0.721
H 0.11929 0.76649 -0.46010 -0.241
H 1.58329 1.85550 -0.58500 0.236
H 0.30454 1.94149 -1.76903 0.334
H -1.93923 0.16985 0.55212 0.110



[3]
75
Properties=species:S:1:pos:R:3:mulliken_charge:R:1 method="wB97M-V/def2-TZVPD" spin_multiplicity=1 total_charge=+1
Pb -1.49213 -0.01578 -1.01893 1.350
P 0.06043 -2.60840 -1.14617 -0.008
P -0.07652 2.42425 -1.00805 0.267
N -0.27517 0.02557 -3.35445 -0.129
C 0.06983 -2.47666 -3.00214 -1.096
H 0.67587 -3.31212 -3.42665 0.399
H -0.95903 -2.63877 -3.37110 0.500
C 0.57795 -1.17243 -3.63181 -0.844
H 1.64148 -0.99253 -3.40370 0.356
H 0.44095 -1.32812 -4.72465 0.486
C 0.52980 1.26209 -3.60319 -0.874
H 0.32999 1.48708 -4.67364 0.489
H 1.61248 1.10285 -3.45439 0.333
C 0.06166 2.52477 -2.85601 -1.022
H -0.93034 2.78937 -3.26300 0.538
H 0.72790 3.37819 -3.13214 0.318
C 1.45624 3.31436 -0.39313 0.535
C 1.66953 2.98090 1.08381 -1.002
H 2.74445 3.00134 1.30607 0.450
H 1.28668 1.99139 1.36526 -0.182
H 1.19617 3.71844 1.74409 0.389
C -1.55431 3.52005 -0.61734 0.594
C -1.74486 3.64863 0.89275 -1.468
H -2.74948 4.03556 1.10186 0.536
H -1.03751 4.34921 1.35166 0.227
H -1.66046 2.69720 1.42839 0.177
C -1.45454 -3.70263 -0.86566 0.792
C -1.58912 -4.06501 0.61594 -1.394
H -2.51543 -4.63277 0.77586 0.486
H -1.64190 -3.18584 1.27109 0.201
H -0.76510 -4.69657 0.97345 0.202
C 1.59108 -3.68090 -0.84114 0.563
C 2.07250 -3.52373 0.60810 -1.289
H 2.98784 -4.11868 0.74196 0.482
H 1.33254 -3.89614 1.33365 0.164
H 2.32268 -2.48449 0.86206 0.198
C 1.36630 -0.06344 -0.39095 0.200
O 2.50859 -0.02484 -0.22771 -0.335
C -1.63136 4.88780 -1.32542 -1.475
H -0.91580 5.61737 -0.91967 0.242
H -1.48603 4.82069 -2.41476 0.307
H -2.64007 5.30502 -1.16219 0.467
C -1.64197 -4.93050 -1.76593 -1.496
H -2.66966 -5.30413 -1.63432 0.482
H -1.51858 -4.70374 -2.83082 0.299
H -0.97013 -5.75658 -1.50633 0.266
C 1.51193 -5.16020 -1.21762 -1.675
H 2.52186 -5.58949 -1.14389 0.504
H 0.87743 -5.73084 -0.52681 0.268
H 1.17407 -5.32416 -2.24606 0.335
C 1.54330 4.82221 -0.64855 -1.655
H 0.90668 5.39827 0.03671 0.278
H 2.57898 5.13769 -0.45315 0.439
H 1.31380 5.10455 -1.68377 0.349
H 2.26632 2.83700 -0.97041 0.508
H 2.34149 -3.20292 -1.49527 0.471
H -2.39778 2.92171 -1.01675 0.404
H -2.27855 -3.00428 -1.11210 0.233
H -0.90937 -0.00162 -4.15480 0.321
H -3.43613 -0.13021 -0.77571 -0.243
N -0.04686 -1.39998 3.58890 0.037
C 0.17634 -0.96338 2.31526 -0.333
N 0.11988 0.35816 2.24139 -0.057
C -0.13192 0.82710 3.52228 0.418
C -0.23932 2.12364 4.04565 0.062
C -0.43495 2.26201 5.43025 -0.870
C -0.54727 1.14511 6.27220 -0.369
C -0.44159 -0.15570 5.76075 -1.013
C -0.24271 -0.27400 4.39327 0.321
H -0.05709 -2.36399 3.93487 0.267
H 0.36981 -1.65682 1.48959 0.074
H -0.14266 2.95161 3.34480 0.083
H -0.52004 3.25494 5.86692 0.412
H -0.69789 1.30296 7.33866 0.382
H -0.52117 -1.05671 6.37278 0.363



[4]
16
Properties=species:S:1:pos:R:3:mulliken_charge:R:1 method="wB97M-V/def2-TZVPD" spin_multiplicity=1 e_above_lowest_kj_mol=147.2 total_charge=+1
C 1.64281 0.00179 0.03151 0.284
C -0.52935 -0.28645 0.03009 0.819
C -1.37307 -0.29196 1.34905 -1.251
C -1.37854 -0.23569 -1.26403 -1.173
N 0.46584 0.82181 0.10998 -0.262
N 2.92092 0.36698 0.00186 -0.393
S 0.95646 -1.54466 0.01083 -0.071
H -0.79142 -0.35720 2.22874 0.407
H -2.10840 -1.17930 1.26828 0.333
H -2.01570 0.57962 1.41629 0.393
H -1.69130 -1.14370 -1.62266 0.373
H -0.62293 0.19859 -1.92553 0.398
H -2.24056 0.50343 -1.14678 0.301
H 0.16530 1.72870 0.30257 0.211
H 3.05945 1.28165 -0.48826 0.316
H 3.54049 -0.44362 -0.30193 0.316



no.,E_HOMO (eV)
1,-9.333
2,-2.065
3,-9.459
4,-14.708